1.
{
  "formula": "C54H143N17O20",
  "method": "ωB97M-V/def2-TZVPD",
  "symbols": ["C", "O", "N", "N", "H", "H", "H", "H", "C", "O", "N", "N", "H", "H", "H", "H", "C", "O", "N", "N", "H", "H", "H", "H", "C", "O", "N", "N", "H", "H", "H", "H", "C", "C", "C", "O", "C", "N", "H", "H", "H", "H", "H", "H", "H", "H", "H", "H", "H", "C", "C", "C", "O", "C", "N", "H", "H", "H", "H", "H", "H", "H", "H", "H", "H", "H", "C", "O", "C", "C", "N", "C", "C", "O", "C", "H", "H", "H", "H", "H", "H", "H", "H", "H", "H", "H", "H", "H", "H", "H", "C", "O", "C", "C", "N", "C", "C", "O", "C", "H", "H", "H", "H", "H", "H", "H", "H", "H", "H", "H", "H", "H", "H", "H", "C", "O", "C", "C", "N", "C", "C", "O", "C", "H", "H", "H", "H", "H", "H", "H", "H", "H", "H", "H", "H", "H", "H", "H", "C", "O", "C", "C", "N", "C", "C", "O", "C", "H", "H", "H", "H", "H", "H", "H", "H", "H", "H", "H", "H", "H", "H", "H", "C", "O", "C", "C", "N", "C", "C", "O", "C", "H", "H", "H", "H", "H", "H", "H", "H", "H", "H", "H", "H", "H", "H", "H", "C", "O", "C", "C", "N", "C", "C", "O", "C", "H", "H", "H", "H", "H", "H", "H", "H", "H", "H", "H", "H", "H", "H", "H", "C", "O", "C", "C", "N", "C", "C", "O", "C", "H", "H", "H", "H", "H", "H", "H", "H", "H", "H", "H", "H", "H", "H", "H"],
  "positions_angstrom": [[-24.536, -13.455, 3.381], [-23.819, -13.909, 2.459], [-24.396, -13.869, 4.727], [-25.505, -12.465, 3.161], [-24.873, -13.454, 5.467], [-23.691, -14.532, 4.963], [-25.596, -12.096, 2.238], [-25.940, -11.982, 3.905], [-23.422, -8.784, 7.965], [-23.459, -9.069, 9.157], [-23.638, -9.765, 7.000], [-23.437, -7.424, 7.528], [-23.325, -9.702, 6.030], [-23.599, -10.630, 7.370], [-23.295, -7.237, 6.543], [-23.050, -6.677, 8.116], [-33.491, -14.259, 5.638], [-33.077, -13.755, 4.575], [-34.808, -14.206, 6.012], [-32.602, -14.775, 6.454], [-35.446, -14.056, 5.215], [-35.053, -14.990, 6.588], [-32.562, -14.755, 7.478], [-31.664, -14.778, 6.086], [-27.636, -10.462, 5.811], [-27.011, -11.518, 5.542], [-27.048, -9.371, 6.383], [-28.938, -10.299, 5.533], [-26.199, -9.574, 6.743], [-27.688, -8.979, 7.065], [-29.471, -9.628, 6.101], [-29.378, -11.013, 4.964], [-31.323, -6.302, 7.782], [-31.782, -6.551, 9.215], [-32.706, -7.771, 9.281], [-33.806, -7.449, 8.448], [-34.679, -8.574, 8.267], [-30.643, -6.733, 10.089], [-30.742, -7.205, 7.538], [-30.657, -5.480, 7.813], [-32.116, -6.196, 7.125], [-32.341, -5.616, 9.452], [-33.067, -7.865, 10.310], [-32.127, -8.711, 9.021], [-35.214, -8.868, 9.188], [-34.209, -9.552, 7.935], [-35.505, -8.207, 7.587], [-29.844, -6.121, 9.972], [-30.859, -6.826, 11.056], [-26.036, -13.786, 8.864], [-25.268, -12.701, 9.546], [-23.784, -13.018, 9.266], [-23.326, -12.872, 7.930], [-21.991, -13.416, 7.766], [-25.814, -11.465, 9.256], [-26.068, -13.676, 7.784], [-27.083, -13.794, 9.249], [-25.747, -14.834, 9.154], [-25.334, -12.878, 10.611], [-23.606, -14.098, 9.585], [-23.062, -12.488, 9.950], [-21.884, -14.544, 7.743], [-21.253, -13.153, 8.512], [-21.748, -13.122, 6.762], [-25.796, -11.193, 8.293], [-25.332, -10.681, 9.716], [-29.382, -16.120, 6.550], [-29.800, -15.235, 5.508], [-28.823, -14.331, 4.926], [-29.340, -13.544, 3.777], [-30.443, -12.563, 4.148], [-30.794, -11.992, 2.857], [-31.841, -10.880, 2.936], [-31.999, -10.361, 1.659], [-32.259, -8.941, 1.556], [-30.143, -16.747, 6.797], [-29.053, -15.500, 7.430], [-28.521, -16.696, 6.167], [-28.172, -15.061, 4.477], [-28.292, -13.751, 5.685], [-29.695, -14.222, 3.004], [-28.437, -12.951, 3.542], [-31.223, -13.061, 4.556], [-31.327, -12.753, 2.218], [-29.973, -11.576, 2.301], [-31.434, -10.055, 3.583], [-32.772, -11.220, 3.470], [-33.322, -8.797, 1.479], [-31.947, -8.614, 0.581], [-31.675, -8.484, 2.362], [-31.310, -11.470, 7.404], [-30.496, -10.575, 8.140], [-29.489, -11.194, 8.929], [-28.929, -10.185, 9.845], [-28.316, -9.082, 9.091], [-27.431, -8.206, 9.812], [-26.680, -7.144, 8.932], [-27.665, -6.240, 8.468], [-27.181, -5.157, 7.689], [-32.143, -10.879, 7.048], [-31.800, -12.237, 8.011], [-30.714, -11.840, 6.577], [-28.649, -11.504, 8.306], [-29.884, -12.057, 9.370], [-28.250, -10.635, 10.543], [-29.745, -9.811, 10.516], [-29.134, -8.583, 8.781], [-26.797, -8.877, 10.470], [-27.992, -7.615, 10.553], [-26.212, -7.611, 8.029], [-25.972, -6.685, 9.547], [-26.872, -5.563, 6.727], [-26.487, -4.475, 8.205], [-28.053, -4.593, 7.517], [-23.042, -9.786, -6.175], [-23.586, -10.500, -5.134], [-24.582, -9.929, -4.364], [-24.578, -10.466, -2.961], [-23.416, -10.050, -2.303], [-23.232, -10.227, -0.895], [-21.877, -9.753, -0.628], [-20.961, -10.502, -1.267], [-20.591, -11.663, -0.469], [-22.554, -8.826, -5.866], [-23.860, -9.582, -6.826], [-22.339, -10.343, -6.745], [-25.584, -10.075, -4.792], [-24.358, -8.872, -4.304], [-24.636, -11.578, -3.049], [-25.460, -10.056, -2.417], [-22.583, -10.370, -2.767], [-23.385, -11.327, -0.531], [-24.004, -9.678, -0.345], [-21.601, -9.771, 0.484], [-21.866, -8.714, -1.045], [-20.633, -11.244, 0.582], [-19.615, -11.967, -0.802], [-21.265, -12.455, -0.712], [-32.796, -11.784, 11.173], [-32.815, -13.183, 11.541], [-33.951, -13.855, 11.156], [-33.607, -15.359, 10.920], [-32.665, -15.375, 9.747], [-32.048, -16.667, 9.444], [-30.774, -16.836, 10.282], [-29.999, -15.708, 10.082], [-28.873, -15.771, 11.009], [-33.676, -11.203, 11.471], [-32.609, -11.606, 10.124], [-31.940, -11.346, 11.711], [-34.324, -13.499, 10.235], [-34.754, -13.791, 11.924], [-34.545, -15.968, 10.774], [-33.106, -15.775, 11.819], [-31.916, -14.655, 9.917], [-31.784, -16.776, 8.382], [-32.631, -17.553, 9.582], [-30.384, -17.727, 9.911], [-31.120, -17.013, 11.340], [-28.474, -16.817, 10.989], [-29.149, -15.530, 12.000], [-27.987, -15.044, 10.657], [-32.966, -16.364, -4.732], [-32.224, -15.185, -4.432], [-31.325, -14.859, -5.496], [-29.981, -14.406, -4.909], [-29.477, -15.434, -4.003], [-28.188, -15.043, -3.403], [-27.833, -15.616, -2.023], [-28.965, -15.546, -1.208], [-28.737, -15.735, 0.173], [-32.326, -17.219, -4.859], [-33.657, -16.238, -5.532], [-33.503, -16.537, -3.776], [-31.787, -14.076, -6.137], [-31.151, -15.725, -6.072], [-30.150, -13.458, -4.379], [-29.267, -14.301, -5.751], [-30.183, -15.466, -3.307], [-28.203, -13.979, -3.324], [-27.413, -15.207, -4.100], [-26.980, -14.998, -1.635], [-27.528, -16.635, -2.015], [-28.732, -16.782, 0.497], [-29.538, -15.289, 0.633], [-27.833, -15.233, 0.412], [-23.869, -5.567, 3.883], [-23.698, -6.987, 3.831], [-24.926, -7.656, 4.056], [-24.633, -9.096, 3.748], [-23.223, -9.419, 4.237], [-22.772, -10.706, 3.717], [-21.186, -10.686, 3.832], [-20.472, -11.752, 3.262], [-20.738, -12.990, 3.988], [-24.368, -5.276, 4.840], [-24.556, -5.154, 3.139], [-22.912, -5.108, 3.754], [-25.693, -7.203, 3.349], [-25.109, -7.535, 5.145], [-24.771, -9.392, 2.663], [-25.262, -9.708, 4.387], [-22.544, -8.750, 3.960], [-22.914, -10.789, 2.684], [-23.218, -11.502, 4.325], [-20.930, -10.719, 4.913], [-20.826, -9.789, 3.301], [-20.136, -13.197, 4.870], [-20.609, -13.738, 3.298], [-21.810, -13.088, 4.349], [-30.541, -10.774, -2.537], [-29.314, -11.185, -2.061], [-29.385, -11.800, -0.706], [-28.024, -11.857, -0.067], [-27.382, -10.535, 0.296], [-28.085, -9.716, 1.306], [-27.493, -8.313, 1.275], [-27.890, -7.706, 0.035], [-27.084, -6.585, -0.366], [-30.852, -9.859, -1.955], [-31.344, -11.535, -2.419], [-30.540, -10.435, -3.574], [-29.830, -12.762, -0.834], [-30.025, -11.206, -0.040], [-27.337, -12.387, -0.733], [-28.083, -12.413, 0.877], [-27.145, -9.969, -0.486], [-27.947, -10.031, 2.309], [-29.135, -9.535, 1.032], [-26.411, -8.316, 1.283], [-27.982, -7.787, 2.142], [-26.138, -6.874, -0.627], [-26.802, -5.897, 0.441], [-27.629, -5.995, -1.104]],
  "mol_weight_g_mol": 1350.84,
  "e_homo_ev": -8.0,
  "charge": 0,
  "lumo_ev": 0.481,
  "homo_lumo_gap_ev": 8.512
}



2.
{
  "formula": "C54H143N17O20",
  "method": "ωB97M-V/def2-TZVPD",
  "symbols": ["C", "C", "C", "O", "C", "N", "H", "H", "H", "H", "H", "H", "H", "H", "H", "H", "H", "C", "C", "C", "O", "C", "N", "H", "H", "H", "H", "H", "H", "H", "H", "H", "H", "H", "C", "O", "C", "C", "N", "C", "C", "O", "C", "H", "H", "H", "H", "H", "H", "H", "H", "H", "H", "H", "H", "H", "H", "H", "C", "O", "C", "C", "N", "C", "C", "O", "C", "H", "H", "H", "H", "H", "H", "H", "H", "H", "H", "H", "H", "H", "H", "H", "C", "O", "C", "C", "N", "C", "C", "O", "C", "H", "H", "H", "H", "H", "H", "H", "H", "H", "H", "H", "H", "H", "H", "H", "C", "O", "C", "C", "N", "C", "C", "O", "C", "H", "H", "H", "H", "H", "H", "H", "H", "H", "H", "H", "H", "H", "H", "H", "C", "O", "C", "C", "N", "C", "C", "O", "C", "H", "H", "H", "H", "H", "H", "H", "H", "H", "H", "H", "H", "H", "H", "H", "C", "O", "C", "C", "N", "C", "C", "O", "C", "H", "H", "H", "H", "H", "H", "H", "H", "H", "H", "H", "H", "H", "H", "H", "C", "O", "C", "C", "N", "C", "C", "O", "C", "H", "H", "H", "H", "H", "H", "H", "H", "H", "H", "H", "H", "H", "H", "H", "C", "O", "N", "N", "H", "H", "H", "H", "C", "O", "N", "N", "H", "H", "H", "H", "C", "O", "N", "N", "H", "H", "H", "H", "C", "O", "N", "N", "H", "H", "H", "H"],
  "positions_angstrom": [[7.924, -2.077, -8.349], [7.859, -0.572, -8.282], [7.120, 0.025, -7.082], [5.739, -0.235, -7.089], [5.026, 0.465, -6.091], [9.222, -0.018, -8.274], [6.894, -2.426, -8.234], [8.611, -2.619, -7.703], [8.167, -2.415, -9.363], [7.331, -0.128, -9.133], [7.213, 1.087, -7.368], [7.613, -0.063, -6.110], [5.236, 1.536, -6.088], [5.295, 0.034, -5.118], [3.972, 0.214, -6.196], [9.741, -0.472, -9.013], [9.221, 0.986, -8.391], [1.429, 3.415, -0.361], [1.981, 4.797, -0.033], [3.484, 4.927, -0.209], [4.168, 4.060, 0.653], [5.461, 3.762, 0.195], [1.379, 5.810, -0.914], [1.594, 3.120, -1.402], [0.349, 3.281, -0.272], [1.832, 2.636, 0.287], [1.632, 5.138, 0.948], [3.791, 5.971, -0.078], [3.662, 4.664, -1.260], [6.075, 4.668, 0.137], [5.463, 3.323, -0.810], [5.996, 3.056, 0.827], [1.796, 6.718, -0.725], [0.407, 6.011, -0.706], [0.297, 0.349, 2.789], [-0.686, 0.734, 1.831], [-1.181, -0.351, 1.099], [-1.618, 0.111, -0.279], [-0.667, 0.834, -1.114], [0.628, 0.157, -1.284], [0.534, -1.234, -1.938], [1.796, -1.648, -2.461], [2.155, -1.076, -3.691], [0.376, 1.071, 3.600], [1.232, 0.357, 2.220], [0.181, -0.648, 3.222], [-1.997, -0.864, 1.623], [-0.414, -1.125, 0.961], [-2.371, 0.870, -0.028], [-2.224, -0.633, -0.794], [-0.393, 1.665, -0.606], [1.161, 0.005, -0.338], [1.291, 0.774, -1.892], [-0.270, -1.409, -2.661], [0.327, -1.991, -1.176], [2.251, 0.012, -3.604], [1.496, -1.338, -4.521], [3.164, -1.356, -4.001], [-0.649, -9.460, -4.253], [-0.215, -8.404, -3.439], [-1.314, -7.717, -2.864], [-0.834, -6.560, -2.015], [-0.616, -5.255, -2.667], [0.188, -5.328, -3.893], [0.321, -4.015, -4.627], [-0.782, -3.759, -5.502], [-0.567, -2.567, -6.231], [0.186, -10.024, -4.666], [-1.266, -9.174, -5.113], [-1.264, -10.123, -3.631], [-1.965, -8.395, -2.302], [-1.941, -7.315, -3.672], [0.157, -6.729, -1.583], [-1.533, -6.302, -1.217], [-1.513, -4.798, -2.770], [-0.352, -6.007, -4.569], [1.112, -5.881, -3.722], [1.159, -4.084, -5.333], [0.471, -3.145, -3.985], [0.329, -2.566, -6.855], [-0.521, -1.724, -5.531], [-1.536, -2.425, -6.709], [-6.088, -1.431, 3.916], [-6.035, -0.566, 2.787], [-5.067, 0.437, 2.942], [-4.929, 1.137, 1.609], [-6.164, 1.833, 1.233], [-5.979, 2.494, -0.065], [-7.147, 3.431, -0.350], [-7.357, 3.505, -1.743], [-8.488, 4.247, -2.118], [-6.898, -2.161, 3.869], [-6.416, -0.805, 4.751], [-5.116, -1.911, 4.020], [-4.096, 0.020, 3.234], [-5.343, 1.191, 3.689], [-4.756, 0.330, 0.881], [-4.116, 1.863, 1.588], [-6.855, 1.101, 1.105], [-5.888, 1.763, -0.879], [-5.021, 3.017, -0.065], [-7.009, 4.425, 0.089], [-8.055, 3.062, 0.144], [-8.626, 5.136, -1.490], [-9.433, 3.700, -2.069], [-8.397, 4.692, -3.108], [-2.791, -0.707, 5.666], [-4.010, -0.033, 5.906], [-3.987, 1.034, 6.796], [-5.372, 1.642, 6.967], [-6.288, 0.898, 7.839], [-6.401, 1.579, 9.129], [-7.645, 1.054, 9.854], [-8.773, 1.168, 8.967], [-9.789, 0.259, 9.344], [-2.146, -0.058, 5.065], [-3.049, -1.678, 5.256], [-2.218, -0.874, 6.586], [-3.307, 1.804, 6.397], [-3.592, 0.845, 7.804], [-5.891, 1.644, 6.002], [-5.306, 2.710, 7.195], [-7.181, 0.740, 7.402], [-6.414, 2.670, 9.072], [-5.604, 1.271, 9.812], [-7.903, 1.468, 10.831], [-7.431, 0.000, 10.072], [-10.072, 0.156, 10.393], [-9.572, -0.751, 8.976], [-10.645, 0.586, 8.750], [7.065, 4.967, 7.069], [5.647, 5.120, 7.044], [4.965, 3.923, 7.324], [3.457, 4.131, 7.202], [2.814, 2.853, 7.522], [1.363, 2.841, 7.282], [0.934, 1.417, 7.558], [1.442, 0.659, 6.434], [1.149, -0.723, 6.456], [7.323, 4.146, 7.737], [7.403, 5.958, 7.376], [7.510, 4.837, 6.079], [5.107, 3.473, 8.314], [5.283, 3.093, 6.678], [3.048, 4.436, 6.231], [3.152, 4.870, 7.947], [3.215, 2.131, 6.933], [1.181, 3.198, 6.260], [0.881, 3.580, 7.925], [-0.155, 1.303, 7.566], [1.334, 0.984, 8.474], [0.533, -0.977, 5.592], [0.669, -1.174, 7.330], [2.142, -1.186, 6.441], [4.074, 0.564, 0.374], [4.018, -0.842, 0.221], [3.775, -1.514, 1.445], [3.712, -2.968, 1.103], [2.526, -3.273, 0.234], [2.381, -4.650, -0.196], [3.403, -5.129, -1.225], [4.732, -5.151, -0.766], [5.679, -5.392, -1.766], [4.276, 1.034, -0.586], [4.877, 0.842, 1.063], [3.157, 0.993, 0.788], [2.809, -1.164, 1.832], [4.536, -1.274, 2.194], [3.585, -3.539, 2.030], [4.625, -3.347, 0.643], [2.808, -2.617, -0.495], [1.362, -4.858, -0.517], [2.496, -5.260, 0.709], [3.328, -4.424, -2.064], [3.093, -6.125, -1.569], [6.645, -5.133, -1.323], [5.603, -4.688, -2.602], [5.689, -6.451, -2.037], [-0.554, 1.213, -4.377], [0.236, 1.166, -5.546], [-0.473, 0.821, -6.731], [-1.081, 2.041, -7.424], [-0.065, 2.902, -7.964], [-0.564, 3.950, -8.836], [0.636, 4.707, -9.460], [1.301, 5.387, -8.424], [1.804, 6.659, -8.806], [-0.685, 0.173, -4.063], [-1.492, 1.757, -4.508], [-0.009, 1.682, -3.559], [-1.226, 0.067, -6.494], [0.255, 0.442, -7.449], [-1.746, 2.546, -6.709], [-1.629, 1.609, -8.266], [0.477, 3.359, -7.238], [-1.338, 4.572, -8.367], [-1.085, 3.491, -9.685], [0.127, 5.310, -10.221], [1.240, 3.977, -10.001], [2.234, 7.124, -7.916], [0.985, 7.321, -9.090], [2.651, 6.566, -9.487], [-0.021, -3.092, 3.253], [0.948, -2.747, 3.964], [-1.247, -3.267, 3.788], [0.087, -3.415, 1.963], [-1.275, -3.142, 4.783], [-1.945, -3.522, 3.108], [1.029, -3.355, 1.581], [-0.676, -3.566, 1.322], [-3.998, -0.213, -2.962], [-3.474, -1.316, -2.826], [-5.288, -0.026, -3.444], [-3.432, 0.962, -2.622], [-5.670, 0.894, -3.539], [-5.759, -0.751, -3.953], [-2.444, 1.023, -2.397], [-3.996, 1.788, -2.632], [-3.782, -3.390, 0.636], [-2.659, -3.886, 0.594], [-4.755, -3.629, 1.583], [-4.227, -2.451, -0.241], [-4.560, -4.082, 2.456], [-5.683, -3.277, 1.452], [-5.164, -2.117, -0.126], [-3.672, -2.036, -0.976], [4.795, 0.533, 4.285], [5.809, 1.105, 3.894], [4.812, -0.773, 4.699], [3.560, 1.094, 4.332], [3.916, -1.225, 4.759], [5.643, -1.303, 4.510], [3.510, 2.033, 3.977], [2.827, 0.681, 4.886]],
  "mol_weight_g_mol": 1350.84,
  "e_homo_ev": -8.2,
  "charge": 0,
  "lumo_ev": 0.367,
  "homo_lumo_gap_ev": 8.552
}



Stability summary - winner: 2; margin: 43.1 kcal/mol.